# 1
{"formula": "C6H10O", "method": "wB97M-V/def2-TZVPD", "elements": ["O", "C", "C", "C", "C", "C", "C", "H", "H", "H", "H", "H", "H", "H", "H", "H", "H"], "xyz": [[-1.678, 1.333, -0.822], [-1.320, 0.663, -1.762], [-0.338, -0.474, -1.620], [-0.331, -0.963, -0.128], [0.919, -0.492, 0.610], [1.160, 0.985, 0.780], [0.916, 0.128, 1.987], [-1.757, 0.860, -2.763], [-0.530, -1.184, -2.444], [0.668, -0.099, -1.847], [-0.424, -2.052, -0.084], [-1.201, -0.555, 0.405], [1.805, -1.087, 0.391], [2.160, 1.373, 0.608], [0.354, 1.647, 0.477], [1.763, -0.078, 2.639], [-0.021, 0.265, 2.524]], "atomic_forces_ev_per_a": [[-0.06, -0.01, -0.48], [-0.12, 0.29, 0.32], [-0.06, 0.04, 0.38], [0.06, -0.04, -0.09], [0.08, -0.11, -0.16], [0.06, 0.17, -0.16], [-0.07, -0.11, 0.13], [0.23, -0.04, 0.03], [-0.12, -0.18, 0.71], [-0.13, 0.22, -0.03], [0.14, 0.09, -0.01], [0.16, -0.09, -0.36], [-0.07, 0.13, 0.00], [-0.13, -0.07, 0.06], [0.14, -0.14, 0.06], [-0.19, -0.03, -0.18], [0.08, -0.10, -0.22]], "homo_lumo_gap_ha": 0.40214, "e_tot_ha": -309.80800}

***

# 2
{"formula": "C4H14N3", "method": "wB97M-V/def2-TZVPD", "elements": ["N", "C", "C", "N", "C", "C", "N", "H", "H", "H", "H", "H", "H", "H", "H", "H", "H", "H", "H", "H", "H"], "xyz": [[0.627, 2.929, -0.194], [1.597, 1.787, 0.203], [0.786, 0.551, 0.546], [-0.209, 0.311, -0.590], [-1.405, -0.625, -0.176], [-1.095, -2.195, -0.462], [-0.205, -2.745, 0.578], [1.225, 3.632, -0.682], [0.420, 3.473, 0.725], [2.286, 1.457, -0.570], [2.108, 2.064, 1.141], [1.480, -0.362, 0.484], [0.074, 0.673, 1.361], [-0.601, 1.107, -0.912], [0.314, -0.135, -1.403], [-2.174, -0.139, -0.917], [-1.776, -0.451, 0.858], [-2.059, -2.702, -0.476], [-0.616, -2.257, -1.385], [-0.135, -3.696, 0.393], [-0.640, -2.676, 1.476]], "atomic_forces_ev_per_a": [[1.82, 0.63, 1.72], [-1.55, 0.99, 1.15], [0.04, -0.81, -1.70], [2.00, -5.65, 1.24], [-0.62, -0.03, -2.64], [-0.95, 2.35, 2.70], [-0.26, 2.29, -0.68], [-0.76, -0.73, 0.17], [0.24, -1.36, -1.95], [0.18, 0.79, -0.25], [0.36, -0.19, -0.65], [-1.38, 1.17, 1.06], [0.88, -0.23, 0.62], [-1.26, 3.94, -1.09], [-1.01, 0.62, 1.18], [0.80, -1.74, 1.50], [0.76, 0.17, -0.66], [-0.18, 0.11, -0.31], [0.65, -0.27, -1.70], [0.53, -2.13, -0.29], [-0.29, 0.09, 0.58]], "homo_lumo_gap_ha": 0.39553, "total_charge": 1, "e_tot_ha": -324.78558}

***

# 3
{"formula": "C14H25BrClN4O", "method": "wB97M-V/def2-TZVPD", "elements": ["C", "C", "C", "Cl", "C", "C", "N", "C", "Br", "C", "N", "C", "C", "N", "H", "H", "H", "H", "H", "H", "H", "H", "H", "H", "H", "C", "N", "C", "C", "C", "C", "O", "H", "H", "H", "H", "H", "H", "H", "H", "H", "H", "H", "H", "H", "H"], "xyz": [[0.275, -4.317, -1.512], [-0.019, -3.917, -2.960], [-0.988, -2.748, -3.113], [-2.582, -3.324, -2.545], [-0.551, -1.499, -2.342], [0.888, -1.382, -2.463], [2.049, -1.304, -2.389], [-1.152, -0.169, -2.798], [-3.086, -0.093, -2.414], [-1.046, -0.003, -4.217], [-0.957, 0.238, -5.343], [-0.505, 1.019, -2.054], [0.670, 1.665, -2.736], [1.657, 2.121, -2.092], [-0.202, -3.663, -0.805], [0.021, -5.341, -1.313], [1.336, -4.216, -1.330], [-0.528, -4.745, -3.424], [0.875, -3.749, -3.539], [-1.067, -2.554, -4.167], [-0.787, -1.641, -1.301], [-0.254, 0.688, -1.057], [-1.272, 1.772, -1.983], [0.687, 1.804, -3.804], [1.537, 1.909, -1.102], [1.279, 2.660, 2.465], [0.149, 2.095, 3.279], [-0.797, 3.211, 3.591], [0.687, 1.545, 4.556], [-0.632, 1.047, 2.519], [0.109, -0.221, 2.169], [1.200, 0.079, 1.309], [1.622, 3.566, 2.959], [2.085, 1.941, 2.422], [0.911, 2.891, 1.471], [-0.261, 3.971, 4.150], [-1.618, 2.817, 4.184], [-1.167, 3.621, 2.656], [1.427, 0.784, 4.333], [-0.135, 1.122, 5.129], [1.153, 2.357, 5.108], [-0.986, 1.540, 1.614], [-1.487, 0.794, 3.144], [-0.600, -0.879, 1.659], [0.459, -0.743, 3.064], [1.602, -0.747, 1.023]], "atomic_forces_ev_per_a": [[0.85, 0.40, -0.47], [-0.62, -0.35, 0.37], [0.22, -0.71, 0.23], [-0.13, 0.01, 0.03], [-0.45, -0.26, -0.79], [3.16, 0.18, 0.74], [-2.22, -0.13, -0.31], [-0.58, 0.25, 0.81], [0.03, 0.03, 0.14], [0.10, 0.57, -2.03], [-0.03, -0.39, 0.94], [-0.36, -0.15, -0.87], [0.72, 0.07, 0.83], [0.01, 0.12, -0.08], [-0.48, 0.08, 0.42], [-0.32, -0.34, 0.17], [0.37, -0.04, 0.13], [-0.10, -0.32, -0.41], [0.37, 0.25, -0.09], [-0.25, 0.37, -0.43], [-0.10, 0.01, 0.52], [0.22, -0.01, 0.38], [-0.29, 0.41, 0.10], [-0.31, -0.05, -0.42], [0.17, -0.02, 0.21], [0.07, 0.11, 0.19], [0.06, 0.04, -0.06], [-0.04, -0.09, 0.02], [-0.02, -0.02, -0.03], [0.07, 0.01, -0.09], [0.36, -0.15, -0.13], [-0.23, 0.07, 0.07], [-0.04, 0.02, 0.00], [-0.03, -0.09, -0.15], [0.03, 0.00, -0.06], [-0.01, 0.04, 0.01], [-0.03, 0.03, 0.01], [-0.02, 0.04, 0.00], [0.02, -0.02, 0.01], [0.01, 0.00, 0.04], [0.01, 0.01, 0.03], [-0.02, 0.00, -0.02], [-0.05, 0.00, -0.01], [-0.17, 0.04, 0.14], [-0.09, 0.00, 0.03], [0.13, -0.02, -0.12]], "homo_lumo_gap_ha": 0.34985, "total_charge": 1, "e_tot_ha": -3876.61314}

***

# 4
{"formula": "C5H18NO4S", "method": "wB97M-V/def2-TZVPD", "elements": ["C", "C", "O", "C", "N", "C", "C", "S", "H", "H", "H", "H", "H", "H", "H", "H", "H", "H", "H", "H", "H", "H", "O", "H", "H", "O", "H", "H", "O"], "xyz": [[-0.665, 2.256, 0.238], [0.832, 2.470, 0.639], [1.665, 2.833, -0.449], [-1.135, 0.997, 0.837], [-0.402, -0.191, 0.588], [0.196, -0.966, 1.595], [-0.770, -1.915, 2.392], [-2.000, -2.566, 1.182], [-1.158, 3.226, 0.292], [-0.774, 2.125, -0.932], [0.754, 3.375, 1.156], [1.335, 1.515, 1.056], [1.520, 1.978, -1.083], [-1.329, 1.188, 1.800], [-2.262, 0.802, 0.441], [-0.549, -0.685, -0.227], [0.623, -0.239, 2.366], [1.021, -1.429, 1.109], [-0.006, -2.578, 2.813], [-1.204, -1.526, 3.295], [-0.155, -0.192, -3.264], [0.346, 1.067, -2.558], [-0.136, 0.858, -3.386], [-0.568, -3.224, -1.704], [-0.296, -3.049, -0.317], [-0.035, -2.698, -1.120], [2.140, -0.856, -1.682], [1.043, -1.456, -2.492], [1.970, -1.118, -2.587]], "atomic_forces_ev_per_a": [[2.42, 0.06, -4.07], [-0.24, -1.68, -1.29], [-0.44, -3.22, -3.14], [-4.70, -1.81, -3.39], [1.47, 2.72, 0.38], [-0.85, 1.87, 2.80], [1.34, -0.46, -1.64], [0.08, -0.68, 1.11], [-0.72, -0.33, 1.00], [0.77, 0.03, 1.82], [0.75, 0.89, 2.01], [-1.36, 1.78, 0.31], [0.93, 3.24, 1.91], [-0.27, 0.00, 4.14], [2.09, 0.47, 0.76], [-0.99, -0.96, -1.69], [-0.06, -0.74, -0.75], [0.68, -1.19, 0.07], [-0.39, -1.00, -0.12], [-0.52, 0.94, 0.11], [-0.09, 3.58, -0.72], [-0.39, 0.08, -0.75], [0.17, -3.42, 1.23], [-0.41, -0.22, -0.63], [-1.40, -0.79, 3.76], [1.83, 1.20, -3.59], [0.23, -0.01, 0.36], [1.32, -0.12, 0.12], [-1.25, -0.21, -0.13]], "homo_lumo_gap_ha": 0.22476, "total_charge": -1, "e_tot_ha": -955.13897}

***

# 5
{"formula": "C4H6OS", "method": "wB97M-V/def2-TZVPD", "elements": ["C", "C", "O", "C", "C", "S", "H", "H", "H", "H", "H", "H"], "xyz": [[-1.227, 0.698, 0.667], [-0.233, 0.738, -0.501], [-0.219, -0.499, -1.189], [0.705, -1.255, -0.544], [1.605, -0.691, 0.247], [1.426, 1.061, 0.093], [-1.516, 1.630, 1.015], [-0.901, -0.080, 1.376], [-2.147, 0.264, 0.183], [-0.554, 1.464, -1.264], [0.598, -2.260, -0.881], [2.462, -1.071, 0.797]], "atomic_forces_ev_per_a": [[-0.69, -3.37, -2.35], [-1.27, 1.58, -0.22], [0.50, 0.22, 0.59], [0.10, -1.36, -0.35], [0.28, 0.61, -0.24], [0.51, 0.42, 0.25], [0.01, 1.75, 1.09], [-0.08, 0.82, 0.19], [0.53, 0.36, 0.55], [0.28, 0.06, 0.48], [0.31, -0.79, 0.34], [-0.47, -0.30, -0.34]], "homo_lumo_gap_ha": 0.32578, "e_tot_ha": -629.39358}

***

# 6
{"formula": "CH2I2S", "method": "wB97M-V/def2-TZVPD", "elements": ["C", "S", "I", "I", "H", "H"], "xyz": [[-1.219, -0.453, -0.085], [1.125, 1.882, 0.532], [-0.108, -2.089, -0.028], [2.555, 0.269, -0.233], [-1.185, 0.203, 0.781], [-1.169, 0.188, -0.967]], "atomic_forces_ev_per_a": [[1.58, 1.69, 0.15], [-0.94, -0.52, -0.16], [-0.08, 0.43, -0.14], [0.47, -0.42, -0.06], [-0.58, -0.47, 0.64], [-0.45, -0.70, -0.43]], "homo_lumo_gap_ha": 0.19311, "e_tot_ha": -1032.73809}

***

What is the formula in the first record?
C6H10O